{"formula": "C33H67IO27P2", "method": "the ωB97M-V functional and the def2-TZVPD basis", "species": ["H", "H", "O", "C", "O", "C", "O", "O", "H", "C", "C", "C", "P", "H", "C", "H", "O", "C", "H", "C", "O", "O", "O", "C", "H", "H", "O", "H", "H", "C", "P", "H", "H", "I", "C", "H", "O", "O", "H", "C", "C", "H", "H", "C", "H", "H", "H", "H", "O", "H", "O", "H", "O", "H", "H", "H", "H", "H", "H", "H", "C", "H", "C", "O", "H", "H", "O", "H", "H", "H", "H", "O", "H", "C", "H", "H", "O", "O", "C", "C", "C", "H", "H", "O", "O", "O", "H", "C", "C", "H", "O", "H", "H", "H", "C", "O", "O", "C", "H", "O", "C", "C", "H", "H", "H", "H", "H", "C", "O", "H", "H", "H", "C", "H", "C", "H", "H", "H", "H", "H", "H", "C", "C", "C", "H", "H", "H", "H", "C", "H"], "coordinates": [[7.521, -1.060, 0.509], [3.638, 3.340, 3.417], [3.973, -2.223, 4.213], [-2.749, -7.097, 0.462], [-8.662, 3.900, -2.351], [-5.970, 2.559, 1.121], [-1.339, -7.857, 3.556], [6.173, 1.974, -5.582], [3.957, 3.488, 0.617], [10.461, -1.803, -3.804], [-3.868, 0.039, 5.043], [-1.646, -0.474, 2.848], [-0.219, 3.875, 2.555], [-0.641, -6.324, 4.777], [6.986, -0.266, -0.013], [-7.857, 5.562, -1.391], [-6.419, 3.637, 1.424], [-3.835, 3.437, 0.848], [-0.300, -7.977, 5.311], [5.936, 1.758, 0.443], [-2.458, -7.751, 1.696], [1.235, 4.041, 5.479], [2.759, 2.897, 3.518], [4.823, 2.148, -3.298], [-5.665, 0.287, 6.489], [-7.547, 4.217, -6.025], [2.296, 5.466, 3.527], [-0.311, -1.907, 4.014], [-3.522, -7.673, -0.045], [4.922, 3.763, 1.050], [1.591, 4.124, 3.807], [-3.129, -6.089, 0.641], [10.346, -5.016, -0.154], [-4.252, -1.925, 7.528], [2.742, -1.508, 3.917], [0.650, 1.338, 3.565], [-4.750, -0.409, -8.797], [5.643, 2.598, 1.449], [1.574, -3.204, 3.090], [-0.356, -7.323, 4.441], [4.868, -1.399, 4.992], [-8.540, 2.215, 0.653], [4.502, 0.367, -8.499], [-4.562, 0.014, 6.517], [6.103, -0.699, -0.488], [-3.859, 1.147, -7.741], [7.654, 0.167, -0.760], [-4.159, 4.192, 0.128], [9.626, -2.834, -1.503], [-1.480, 0.046, 1.826], [-1.778, 3.695, 4.745], [-8.413, 2.718, -6.393], [-6.745, 4.348, -3.486], [5.712, 1.602, -2.982], [0.102, 1.597, 5.376], [-1.863, -7.068, -0.176], [-8.502, 0.550, 1.255], [8.707, -5.249, -0.853], [4.370, -0.916, 5.909], [5.295, -0.586, 4.312], [-0.590, -1.675, 2.931], [0.063, 2.917, 1.524], [-8.084, 4.512, -1.198], [5.645, 1.914, -0.719], [-3.801, 3.855, 1.857], [-4.032, 0.838, 7.123], [-2.180, 1.847, 3.457], [2.769, -2.361, 1.868], [5.508, 4.356, 0.346], [5.383, 1.857, -8.124], [-8.181, 1.878, 2.382], [10.229, -4.901, -2.227], [2.118, -1.537, 4.892], [0.024, 0.923, 4.442], [-7.188, 3.974, -0.886], [1.865, 3.380, 5.865], [-8.522, 3.296, -4.434], [6.607, 0.715, 0.953], [-8.107, -1.167, -8.256], [0.770, -1.353, 2.090], [10.088, -3.571, -2.339], [2.987, -0.399, 3.741], [0.608, -1.730, 1.013], [-6.478, 0.930, -8.180], [4.246, 1.544, -4.458], [10.550, -3.203, -3.545], [11.059, -1.239, -3.085], [5.132, 0.859, -7.757], [-7.785, 3.218, -5.655], [-4.336, 0.808, 4.349], [-6.720, -1.296, -8.566], [-2.831, 3.110, 0.575], [5.062, 3.197, -3.488], [6.034, 0.261, -7.617], [9.775, -5.435, -0.985], [-0.924, -6.134, 2.135], [4.390, 0.942, -6.542], [-1.489, 3.064, 3.691], [-2.888, 0.401, -9.020], [-4.692, 2.298, 0.804], [-2.296, 0.214, 5.291], [-1.476, 0.670, 3.958], [-1.811, -0.672, 5.823], [0.573, -0.046, 4.748], [-8.597, -0.487, -8.956], [-4.023, -1.026, 4.634], [9.938, -6.513, -1.007], [5.051, 1.532, -5.531], [-6.661, 1.410, 1.040], [9.421, -1.473, -3.785], [-8.815, 4.460, -0.390], [0.985, -0.237, 2.006], [-1.513, -7.144, 2.432], [-2.184, 1.114, 6.012], [1.987, -2.208, 2.693], [-8.242, -0.826, -7.227], [-4.214, 1.485, -9.470], [0.625, -7.303, 3.960], [-2.686, -0.933, 2.791], [-6.876, 2.629, -5.519], [-1.028, -2.609, 2.447], [-8.047, 1.536, 1.353], [-7.862, 3.895, -3.430], [-6.029, -0.148, -8.483], [4.741, 4.365, 1.941], [-8.563, -2.152, -8.355], [4.088, 2.101, -2.496], [10.862, -1.623, -4.802], [-3.892, 0.730, -8.750], [5.689, -2.102, 5.385]], "mulliken_charge": [0.20, 0.23, -0.43, -0.60, -0.33, 0.85, -0.31, -0.54, 0.32, -0.59, -0.12, -0.97, -0.18, 0.27, -0.63, 0.36, -0.56, -0.62, 0.21, 0.79, -0.33, -0.51, -0.44, -0.50, 0.46, 0.31, -0.64, 0.31, 0.22, -0.75, 1.01, 0.28, 0.28, 0.00, 0.05, -0.07, -0.32, -0.33, 0.14, -0.59, -0.55, 0.17, 0.22, -0.97, 0.31, 0.29, 0.29, 0.43, -0.54, 0.29, -0.51, 0.20, -0.54, 0.30, 0.50, 0.28, 0.25, 0.28, 0.26, 0.18, -0.77, 0.08, -0.40, -0.54, 0.27, 0.36, -0.21, 0.32, 0.36, 0.29, 0.29, -0.32, 0.21, -0.44, 0.06, 0.33, -0.32, -0.31, -0.59, -0.29, 0.81, 0.05, 0.37, -0.52, -0.32, -0.31, 0.28, -0.62, -0.60, 0.04, -0.32, 0.16, 0.29, 0.29, -0.61, -0.53, -0.32, 0.69, 0.22, -0.34, -1.06, 1.05, 0.25, -0.23, 0.29, 0.28, 0.22, 0.76, -0.35, 0.27, 0.22, 0.14, 0.81, 0.42, -0.56, 0.27, 0.28, 0.28, 0.33, 0.28, 0.37, -0.53, 0.77, 0.80, 0.28, 0.21, 0.19, 0.21, -0.61, 0.25], "homo_energy_ha": -0.35055, "smiles": "COCCCCC[C@](C)(CCCI)OC(=O)PP(=O)(O)O.COC(=O)OC.COC(=O)OC.COC(=O)OC.COC(=O)OC.COC(=O)OC.COC(=O)OC.COC(=O)OC", "lumo_ev": -0.53}